1.
Molecular formula: C4H2CrO
Method: DFT, the ωB97M-V functional and the def2-TZVPD basis

The calculation puts the HOMO energy (alpha / beta) at -20.083 / -20.609 eV. As for the frontier orbital gap (alpha / beta): 8.29 / 8.57 eV. As for the spin multiplicity: 5. Its total charge is +2. For the relative energy (zero: lowest compared OMol25 entry of this formula, charge and spin), the calculation gives 0.0 kJ/mol.

Structure (XYZ):
```
8
Properties=species:S:1:pos:R:3:forces:R:3:mulliken_charge:R:1
C -2.2425 0.7343 -0.0365 1.072 -0.003 0.237 -0.34
C 0.3769 0.7864 0.0480 -2.504 -0.360 -0.057 1.02
C -0.8723 0.7241 0.0224 -0.089 0.277 -0.114 -0.66
C 3.0897 -2.6447 -0.0630 0.232 -1.293 -0.075 0.20
O 2.9787 -1.5160 0.0035 -0.266 0.852 0.046 -0.19
Cr 2.2732 0.4365 0.1109 1.367 0.511 0.081 1.36
H -2.7920 1.6746 -0.1094 0.098 -0.008 -0.054 0.30
H -2.8117 -0.1952 0.0241 0.090 0.025 -0.064 0.30
```
Forces are in eV/Å.

---

2.
Molecular formula: C36H58IrN3O4P
Method: DFT, the ωB97M-V functional and the def2-TZVPD basis

The calculation puts the HOMO energy (alpha / beta) at -10.181 / -10.180 eV. As for the frontier orbital gap (alpha / beta): 6.24 / 6.41 eV. Its total charge is +1. For the relative energy (zero: lowest compared OMol25 entry of this formula, charge and spin), the calculation gives 389.9 kJ/mol.

Structure (XYZ):
```
103
Properties=species:S:1:pos:R:3:forces:R:3:mulliken_charge:R:1
Ir 0.2072 0.9838 1.9162 -0.070 1.574 0.411 2.58
N 0.8070 2.6422 3.6690 -0.426 -1.622 -0.912 -0.76
C 0.6744 4.1082 3.4840 0.019 0.433 -0.290 -0.95
C 0.6146 4.5223 2.0212 -0.219 -0.274 -0.197 -0.10
C -0.5953 3.8321 1.4046 0.321 1.155 0.469 0.02
O -1.7081 4.3161 1.4892 0.041 -0.379 -0.134 -0.71
O -0.3292 2.6984 0.8327 0.225 -1.777 -0.023 -0.89
H 0.1546 2.3208 4.3723 0.043 0.051 0.099 0.30
H 1.7422 2.4002 3.9746 0.001 -0.150 -0.049 0.33
H 1.5191 4.6170 3.9513 -0.039 -0.157 0.169 0.43
H -0.2419 4.4466 3.9661 0.021 -0.113 0.077 0.47
H 1.5156 4.2214 1.4852 0.035 0.086 0.035 0.01
H 0.4885 5.6010 1.9535 0.006 0.006 0.056 0.52
O -1.9441 2.0681 3.2161 -0.312 -0.085 -0.119 -0.28
C -2.6535 1.0985 3.9486 0.115 -0.058 0.077 -1.32
C -2.3653 -0.3322 3.5357 0.062 0.294 -0.079 0.88
C -3.1897 -1.3464 4.0095 0.052 -0.052 -0.156 -0.96
C -2.8880 -2.6630 3.7161 0.051 0.058 0.067 -0.51
C -1.7821 -2.9329 2.9245 -0.032 0.018 -0.069 -1.31
C -1.0380 -1.8738 2.4525 -0.026 -0.181 -0.041 -0.25
N -1.2986 -0.5994 2.7733 1.214 0.373 0.087 0.50
H -2.4664 2.4133 2.4732 0.105 0.150 0.122 0.17
H -3.7304 1.2771 3.9171 0.018 -0.048 0.025 0.53
H -2.3345 1.1988 4.9916 -0.113 0.017 0.005 0.26
H -4.0517 -1.0931 4.6112 -0.011 0.032 0.016 0.53
H -3.4997 -3.4687 4.0980 -0.039 0.003 0.012 0.48
H -1.5033 -3.9450 2.6699 -0.004 -0.003 -0.074 0.51
H -0.1980 -2.0283 1.7923 -0.012 0.003 0.091 0.43
C 5.1473 1.9856 -0.1999 -0.134 -0.273 0.055 -1.04
N 3.8446 2.2437 0.3563 -0.081 0.929 0.110 0.31
C 2.7456 1.9268 -0.5205 0.427 -0.237 0.180 -0.96
C 3.6282 1.9994 1.7636 -0.205 -0.596 -0.602 -0.49
C 3.3571 0.5426 2.1500 -0.126 0.948 -0.163 1.88
C 4.4618 -0.2996 2.2673 -0.166 -0.275 0.250 -0.60
C 4.3338 -1.5791 2.7796 0.081 0.010 -0.036 -0.97
C 3.0918 -2.0057 3.2201 0.074 -0.009 0.020 -0.76
C 1.9857 -1.1892 3.0535 -0.204 0.052 0.091 -0.49
C 2.0777 0.0691 2.4527 -1.352 -0.415 -0.339 -0.27
H 5.1931 2.4346 -1.1929 0.080 0.003 -0.006 0.32
H 5.3639 0.9099 -0.3079 0.071 0.000 -0.056 0.29
H 5.9232 2.4382 0.4185 0.005 -0.007 0.011 0.35
H 2.7452 2.6054 -1.3763 -0.052 -0.066 -0.017 0.43
H 1.8034 2.0307 0.0177 0.076 0.096 -0.095 -0.46
H 2.8160 0.8939 -0.8896 -0.096 -0.009 -0.022 0.51
H 2.7664 2.6022 2.0626 0.127 0.032 0.077 -1.17
H 4.5133 2.3416 2.3032 -0.062 0.055 0.067 0.85
H 5.4413 0.0651 1.9851 0.001 0.110 0.048 0.53
H 5.2035 -2.2140 2.8812 0.001 -0.026 -0.014 0.42
H 2.9799 -2.9714 3.6950 -0.012 -0.023 0.003 0.47
H 1.0372 -1.5497 3.4283 0.108 0.031 -0.023 0.57
O -0.5998 -0.1451 -0.1437 0.713 0.325 1.604 0.61
P -1.0833 -0.3890 -1.5500 -0.447 -0.004 -1.101 -1.02
C -1.3463 1.2465 -2.4025 0.120 -0.104 0.271 0.36
C -1.8575 1.2211 -3.8472 -0.018 -0.280 -0.061 -1.24
C -0.7340 1.1882 -4.8806 -0.096 0.216 0.016 -0.29
C 0.1346 2.4308 -4.7187 0.165 -0.192 0.065 -1.34
C 0.7901 2.4098 -3.3405 -0.234 0.097 -0.122 -0.57
C -0.2450 2.3068 -2.2170 0.261 -0.187 -0.035 0.08
C 0.0415 -1.5013 -2.5118 -0.289 0.257 0.245 0.42
C 0.0458 -2.9525 -2.0220 -0.139 0.032 0.191 -0.87
C 0.6519 -3.1228 -0.6272 0.120 0.093 -0.050 0.14
C 1.8804 -2.2188 -0.4184 0.112 -0.097 -0.095 0.66
C 2.4704 -1.7932 -1.7600 -0.153 0.097 0.113 -1.95
C 1.4688 -0.9001 -2.4975 0.040 -0.141 0.105 0.87
C -2.8360 -1.0488 -1.5236 0.316 0.225 0.123 0.25
C -3.2127 -1.7102 -0.1860 0.086 -0.143 0.073 0.32
C -3.3108 -3.2325 -0.2052 -0.158 0.097 -0.089 -0.35
C -4.2154 -3.6885 -1.3444 0.226 -0.018 -0.002 -1.18
C -3.5818 -3.2965 -2.6734 -0.113 0.028 0.124 -0.74
C -3.3565 -1.7840 -2.7821 0.119 -0.132 -0.082 -1.18
H -2.1714 1.5913 -1.7646 0.020 -0.031 0.007 0.58
H -2.4238 2.1429 -4.0108 -0.063 -0.028 0.032 0.57
H -2.5503 0.3944 -4.0060 -0.069 0.078 -0.019 0.10
H -1.1642 1.1474 -5.8828 0.014 -0.059 0.008 0.38
H -0.1131 0.2969 -4.7485 -0.001 -0.036 -0.070 0.06
H -0.4885 3.3233 -4.8261 0.004 0.032 -0.037 0.41
H 0.9024 2.4684 -5.4932 -0.026 0.042 -0.030 0.48
H 1.3681 3.3249 -3.1917 0.060 -0.053 0.030 0.61
H 1.4878 1.5723 -3.3093 0.048 0.070 0.017 0.15
H -0.7504 3.2742 -2.1432 -0.031 -0.011 0.047 0.85
H 0.2396 2.1422 -1.2576 -0.060 0.126 -0.105 -1.20
H -0.3587 -1.5008 -3.5300 -0.037 0.098 0.021 1.34
H 0.6228 -3.5396 -2.7392 -0.080 -0.001 -0.056 0.50
H -0.9704 -3.3430 -2.0274 0.100 -0.097 -0.068 -0.57
H 0.9306 -4.1701 -0.4939 -0.062 -0.011 0.022 0.84
H -0.1088 -2.8905 0.1197 -0.022 -0.108 -0.049 -0.99
H 2.6335 -2.7280 0.1855 -0.033 0.039 0.041 0.69
H 1.5898 -1.3122 0.1180 0.034 -0.027 0.036 -1.09
H 2.7166 -2.6667 -2.3679 0.087 -0.010 0.018 0.62
H 3.3954 -1.2356 -1.5987 0.032 -0.040 -0.074 0.61
H 1.8169 -0.7204 -3.5158 -0.066 0.117 0.009 0.51
H 1.4297 0.0533 -1.9681 0.149 -0.009 -0.166 -1.39
H -3.3481 -0.0812 -1.5100 0.006 -0.027 -0.031 0.66
H -4.1889 -1.3223 0.1192 0.002 0.011 0.009 0.82
H -2.4888 -1.3923 0.5620 -0.133 0.097 0.076 -1.06
H -3.7131 -3.5658 0.7544 0.073 -0.030 0.012 0.44
H -2.3216 -3.6865 -0.3237 0.018 -0.027 0.053 0.05
H -5.1929 -3.2071 -1.2407 -0.054 -0.058 0.000 0.40
H -4.3657 -4.7684 -1.3053 -0.068 0.016 -0.010 0.48
H -4.2276 -3.5981 -3.5001 0.067 -0.014 -0.034 0.48
H -2.6465 -3.8471 -2.7911 -0.037 -0.003 -0.041 0.20
H -4.3218 -1.3381 -3.0330 0.046 0.058 -0.076 0.46
H -2.6888 -1.6008 -3.6255 -0.130 0.044 -0.075 0.35
```
Forces are in eV/Å.

---

3.
Molecular formula: C6H12O
Method: DFT, the ωB97M-V functional and the def2-TZVPD basis

The calculation puts the HOMO energy at -8.371 eV. As for the frontier orbital gap: 9.20 eV. For the relative energy (zero: lowest compared OMol25 entry of this formula, charge and spin), the calculation gives 272.9 kJ/mol.

Structure (XYZ):
```
19
Properties=species:S:1:pos:R:3:forces:R:3:mulliken_charge:R:1
C 2.0632 0.2256 -0.4470 0.040 0.000 -0.048 -1.15
C 1.0056 -0.1820 0.5875 -0.041 0.047 0.090 -0.82
C -0.4144 -0.1579 -0.0023 -0.023 0.103 -0.186 2.38
C -0.5928 -1.2062 -1.1042 -0.010 0.022 -0.066 -1.84
C -1.5834 -0.2352 1.0144 -0.190 -0.016 0.095 -1.66
C -0.8888 1.2092 -0.4609 0.456 0.071 -0.054 -1.21
O -0.4141 2.1059 0.4027 -0.176 0.110 -0.289 -0.29
H 1.7969 1.1787 -0.9192 0.074 -0.150 0.078 0.30
H 2.1713 -0.5200 -1.2426 -0.040 0.108 0.147 0.31
H 3.0462 0.3524 0.0191 -0.157 -0.049 -0.036 0.36
H 1.0539 0.5093 1.4350 -0.024 -0.111 -0.086 0.37
H 1.2401 -1.1814 0.9787 -0.139 0.128 -0.056 0.41
H 0.0480 -0.9973 -1.9669 -0.095 -0.005 0.122 0.40
H -0.3411 -2.2095 -0.7327 -0.057 0.219 0.004 0.37
H -1.6277 -1.2248 -1.4598 0.127 0.058 0.041 0.46
H -1.2692 0.0632 2.0188 -0.052 -0.076 -0.176 0.36
H -2.1172 -1.1859 1.0145 0.277 -0.096 0.045 0.42
H -2.3232 0.5116 0.6584 -0.170 -0.328 0.415 0.38
H -0.8533 2.9442 0.2065 0.199 -0.037 -0.041 0.45
```
Forces are in eV/Å.